Record 1
Entry from the OMol25 dataset: a 6-piece molecular cluster, C44H61BCl11N2O6S overall (ωB97M-V/def2-TZVPD).

The energy is -211139.92123 eV. The total charge is -1.

Atoms and positions in Å:
C 1.02 2.46 4.79
C 0.47 0.97 4.75
O -0.55 0.74 3.77
C -0.04 0.77 2.48
C -0.36 1.91 1.58
C -1.21 3.14 1.99
C -2.51 2.80 2.82
C -3.55 1.90 2.01
C -4.00 2.66 0.69
O -5.27 2.20 0.20
C -5.00 1.03 -0.59
C 0.24 1.84 0.22
C 0.05 2.97 -0.86
C 1.39 3.80 -0.91
O 1.84 4.11 -2.01
N 2.07 4.25 0.30
C 2.84 5.50 0.02
C 3.09 3.27 0.76
C 1.08 0.68 -0.20
C 1.39 -0.45 0.70
C 0.78 -0.38 2.05
C 1.09 -1.61 3.00
O 2.25 -1.62 3.49
O 0.23 -2.53 3.23
N 2.22 -1.60 0.37
C 2.09 -2.04 -1.00
C 2.22 -3.49 -1.24
C 2.14 -4.12 -2.56
C 2.33 -5.68 -2.75
C 3.59 -6.12 -1.87
C 3.21 -6.90 -0.56
C 4.15 -7.83 0.13
C 3.69 -8.54 1.34
C 2.36 -8.33 1.94
C 1.46 -7.39 1.30
C 1.90 -6.73 0.07
C 1.87 -3.24 -3.72
Cl 1.72 -3.97 -5.37
C 1.74 -1.78 -3.52
B 1.45 -0.91 -4.84
O 2.53 -0.19 -5.41
C 0.04 -0.82 -5.60
C -1.19 -1.44 -4.80
C 1.87 -1.20 -2.18
S 1.76 0.60 -1.91
H 1.37 2.63 5.86
H 0.24 3.24 4.58
H 1.95 2.58 4.16
H -0.01 0.79 5.76
H 1.34 0.27 4.69
H -0.59 3.83 2.64
H -1.55 3.78 1.13
H -3.05 3.78 2.99
H -2.32 2.40 3.86
H -3.17 0.87 1.81
H -4.49 1.81 2.63
H -3.18 2.46 -0.07
H -4.01 3.76 0.92
H -5.85 0.30 -0.46
H -4.86 1.32 -1.67
H -4.07 0.49 -0.28
H -0.11 2.53 -1.88
H -0.80 3.66 -0.66
H 2.29 6.22 -0.64
H 3.09 6.03 0.99
H 3.85 5.20 -0.41
H 3.96 3.77 1.28
H 3.51 2.64 -0.06
H 2.61 2.60 1.53
H 3.21 -1.38 0.53
H 2.42 -4.16 -0.36
H 1.40 -6.24 -2.50
H 2.60 -5.89 -3.83
H 4.17 -6.85 -2.52
H 4.28 -5.25 -1.68
H 5.19 -8.01 -0.26
H 4.37 -9.25 1.89
H 2.02 -8.85 2.87
H 0.44 -7.13 1.68
H 1.19 -6.02 -0.42
H 2.17 0.62 -5.84
H 0.08 -1.39 -6.58
H -0.26 0.23 -5.89
H -2.05 -1.72 -5.48
H -1.61 -0.62 -4.14
H -0.92 -2.36 -4.23
Cl -4.29 3.78 8.50
C -3.68 2.24 7.84
C -2.26 2.35 7.36
Cl -2.12 3.37 5.90
H -4.35 1.92 7.05
H -3.74 1.51 8.65
H -1.88 1.36 7.09
H -1.60 2.76 8.13
Cl -0.18 -8.84 -4.61
C 1.27 -9.85 -4.37
C 1.49 -10.20 -2.92
Cl 1.94 -8.78 -1.94
H 2.12 -9.32 -4.79
H 1.12 -10.76 -4.96
H 2.30 -10.92 -2.83
H 0.59 -10.64 -2.47
Cl 6.33 4.25 -1.94
C 6.47 2.73 -2.86
C 5.17 1.95 -2.89
Cl 4.73 1.30 -1.30
H 7.27 2.14 -2.41
H 6.77 3.00 -3.87
H 5.27 1.10 -3.57
H 4.35 2.57 -3.24
Cl -3.63 6.20 1.17
C -3.04 7.24 -0.16
C -1.55 7.07 -0.39
Cl -0.58 7.72 0.96
H -3.29 8.27 0.08
H -3.59 6.95 -1.06
H -1.25 7.62 -1.28
H -1.28 6.02 -0.52
Cl -10.05 5.47 0.62
C -9.47 3.91 -0.01
C -8.04 3.99 -0.50
Cl -7.88 4.98 -1.97
H -10.14 3.59 -0.81
H -9.54 3.19 0.80
H -7.68 2.99 -0.75
H -7.38 4.40 0.26

Record 2
Entry from the OMol25 dataset: C44H61CsN10S3Te as an isolated structure (ωB97M-V/def2-TZVPD).

Its energy above the lowest of the compared OMol25 structures with the same formula, charge and spin is 0.0 kJ/mol. The energy is -101866.17134 eV. The total charge is 0.

Atoms and positions in Å:
Cs -0.33 -1.03 -0.66
N -0.78 0.08 -4.36
C -2.02 -0.41 -4.97
C -3.21 0.18 -4.22
N -3.33 -0.33 -2.84
C -3.86 -1.70 -2.91
C -4.25 -2.38 -1.61
N -3.13 -2.52 -0.69
C -4.19 0.57 -2.05
C -3.90 0.61 -0.56
N -2.69 1.39 -0.25
H 0.01 -0.50 -4.60
H -0.91 0.04 -3.36
H -2.08 -1.50 -5.00
H -2.07 -0.05 -6.01
H -4.13 -0.01 -4.79
H -3.06 1.26 -4.17
H -3.11 -2.32 -3.41
H -4.76 -1.71 -3.56
H -4.70 -3.34 -1.90
H -5.04 -1.81 -1.12
H -2.40 -3.17 -1.00
H -3.45 -2.83 0.21
H -5.25 0.31 -2.21
H -4.06 1.58 -2.44
H -3.74 -0.39 -0.17
H -4.79 1.02 -0.06
H -2.45 1.25 0.73
H -2.88 2.38 -0.35
C 3.56 -0.62 6.07
C 2.41 -1.43 5.47
C 2.11 -2.62 6.40
C 1.18 -0.52 5.41
C 2.76 -2.00 4.09
C 4.09 -2.31 3.76
C 4.43 -2.93 2.56
C 3.41 -3.24 1.67
S 3.46 -4.08 0.15
C 1.72 -3.95 0.03
N 1.16 -3.29 1.00
C 2.09 -2.91 1.97
C 1.77 -2.29 3.17
C 0.97 -4.55 -1.10
C 1.66 -5.46 -1.93
C 1.00 -6.06 -2.98
C -0.33 -5.75 -3.20
C -0.98 -4.85 -2.37
C -0.39 -4.19 -1.27
H 3.24 -0.18 7.02
H 3.86 0.20 5.41
H 4.44 -1.23 6.28
H 1.85 -2.26 7.40
H 2.97 -3.28 6.47
H 1.26 -3.20 6.02
H 0.97 -0.12 6.41
H 0.28 -1.04 5.08
H 1.35 0.33 4.75
H 4.89 -2.08 4.45
H 5.46 -3.16 2.34
H 0.73 -2.06 3.37
H 2.70 -5.71 -1.74
H 1.52 -6.77 -3.62
H -0.86 -6.22 -4.03
H -2.03 -4.65 -2.60
S -1.80 -1.04 2.61
C -2.25 -2.64 2.40
N -1.55 -3.58 1.81
C -2.05 -4.94 1.85
C -3.55 -4.84 2.10
S -3.79 -3.26 2.96
H -0.60 -3.40 1.42
H -1.55 -5.50 2.65
H -1.83 -5.42 0.89
H -3.92 -5.66 2.73
H -4.12 -4.83 1.17
C 3.04 0.63 0.50
N 1.68 1.20 0.59
C 1.75 2.60 0.15
N 2.68 3.39 0.95
C 4.00 2.77 0.86
N 4.00 1.38 1.32
C 3.53 1.36 2.70
N 2.19 1.94 2.85
C 1.27 1.19 2.00
C 2.24 3.32 2.35
H 3.36 0.65 -0.54
H 3.01 -0.40 0.85
H 0.75 3.03 0.23
H 2.05 2.63 -0.90
H 4.71 3.34 1.46
H 4.33 2.80 -0.18
H 4.23 1.92 3.32
H 3.50 0.32 3.05
H 0.27 1.62 2.08
H 1.22 0.15 2.34
H 2.93 3.89 2.97
H 1.25 3.76 2.43
Te -0.94 3.02 -2.71
C -0.12 4.12 -4.32
C 0.47 3.41 -5.36
C 1.00 4.09 -6.45
C 0.94 5.47 -6.51
C 0.35 6.18 -5.47
C -0.19 5.51 -4.38
C -1.10 4.65 -1.38
C -2.35 5.06 -0.94
C -2.47 6.09 0.00
C -1.33 6.72 0.48
C -0.08 6.32 0.03
C 0.04 5.29 -0.89
H 0.51 2.33 -5.32
H 1.45 3.52 -7.26
H 1.36 6.00 -7.36
H 0.30 7.26 -5.51
H -0.65 6.08 -3.58
H -3.24 4.59 -1.34
H -3.45 6.39 0.33
H -1.42 7.52 1.20
H 0.81 6.81 0.40
H 1.02 4.98 -1.22